1.
DFT (ωB97M-V/def2-TZVPD) results for a single C5H12O2 molecule.

Calculated values
Largest force on an atom (eV Å⁻¹): 0.363
Frontier orbital gap (hartree): 0.391
Charge: 0
Molar mass (g mol⁻¹): 104.15
Multiplicity: 1
SMILES: CC[C@@H](O)CCO

Geometry (Å):
O -0.700 1.109 0.401
O -0.733 -0.441 2.646
C 0.316 -1.149 1.976
C 0.091 1.556 -2.226
C 0.143 0.131 -0.183
C -0.026 -1.230 0.493
C -0.126 0.145 -1.683
H 1.201 0.428 -0.037
H 1.271 -0.617 2.095
H -0.541 2.257 -1.676
H -0.141 1.633 -3.292
H 0.533 -0.574 -2.189
H -1.057 -1.591 0.383
H -1.162 -0.176 -1.857
H 0.632 -1.967 0.016
H 0.427 -2.147 2.421
H -1.002 0.763 1.254
H -0.352 0.073 3.365
H 1.134 1.864 -2.080

2.
DFT (ωB97M-V/def2-TZVPD) results for a single C5H12O2 molecule.

Calculated values
Largest force on an atom (eV Å⁻¹): 0.324
Frontier orbital gap (hartree): 0.399
Charge: 0
Molar mass (g mol⁻¹): 104.15
Multiplicity: 1
SMILES: CC[C@@H](O)[C@@H](C)O

Geometry (Å):
O -1.171 0.959 -0.178
O 0.952 0.810 1.432
C -0.199 -0.038 -0.424
C 1.629 1.701 -0.724
C -2.027 -1.739 0.103
C 1.164 0.481 0.057
C -0.556 -1.369 0.251
H -2.262 -2.626 0.699
H 0.074 -2.162 -0.180
H -0.289 -1.304 1.313
H -2.281 -1.954 -0.941
H -0.169 -0.173 -1.513
H 2.536 2.128 -0.278
H 1.910 -0.327 -0.020
H 1.663 1.394 1.718
H -2.672 -0.919 0.434
H 1.864 1.438 -1.760
H 0.842 2.461 -0.727
H -1.006 1.238 0.737

3.
DFT (ωB97M-V/def2-TZVPD) results for 3 unconnected molecules or ions with the total composition C5H12O2 in a non-equilibrium geometry.

Calculated values
Largest force on an atom (eV Å⁻¹): 1.955
Frontier orbital gap (hartree): 0.339
Charge: 0
Molar mass (g mol⁻¹): 104.15
Multiplicity: 1
SMILES: C=C/C=C/C.O.O

Geometry (Å):
O 0.504 -1.929 -1.455
O -1.814 -0.674 -2.876
C 0.774 0.736 1.443
C -0.548 0.644 1.195
C 1.646 0.834 -0.933
C -1.550 0.261 2.231
C 1.769 0.964 0.391
H 0.641 0.869 -1.352
H -1.943 -1.411 -3.479
H -2.097 -0.642 1.968
H -1.154 0.119 3.242
H 1.082 0.803 2.479
H -0.897 -0.769 -2.632
H 0.987 -1.104 -1.353
H 2.483 0.669 -1.593
H -0.808 0.560 0.145
H 2.729 1.351 0.735
H -2.271 1.057 2.458
H 0.467 -2.339 -0.616

4.
DFT (ωB97M-V/def2-TZVPD) results for a single C5H12O2 molecule.

Calculated values
Largest force on an atom (eV Å⁻¹): 0.335
Frontier orbital gap (hartree): 0.396
Charge: 0
Molar mass (g mol⁻¹): 104.15
Multiplicity: 1
SMILES: CC[C@@H](O)CCO

Geometry (Å):
O -0.029 0.267 1.363
O -2.604 0.942 0.679
C -0.897 0.296 -0.920
C 2.599 -0.554 0.566
C 1.585 0.041 -0.407
C -2.322 0.079 -0.427
C 0.155 -0.244 0.048
H 2.409 -0.177 1.575
H 0.028 -1.339 0.108
H 1.715 1.130 -0.471
H -2.462 -0.973 -0.142
H -3.043 0.305 -1.222
H -2.787 0.394 1.450
H -0.746 1.374 -1.079
H 3.627 -0.304 0.287
H -0.699 0.962 1.311
H 2.512 -1.647 0.595
H 1.735 -0.363 -1.417
H -0.775 -0.191 -1.897

5.
DFT (ωB97M-V/def2-TZVPD) results for a molecular structure, C5H12O2 in a non-equilibrium geometry.

Calculated values
Largest force on an atom (eV Å⁻¹): 1.902
Frontier orbital gap (hartree): 0.364
Charge: 0
Molar mass (g mol⁻¹): 104.15
Multiplicity: 1

Geometry (Å):
O -1.990 0.346 0.758
O 0.480 -0.941 -0.532
C 0.798 0.518 1.255
C 2.238 -0.008 1.234
C 0.221 0.411 -0.148
C -1.320 -0.691 -1.827
C -1.248 0.617 -0.424
H 0.764 1.057 -0.851
H 0.174 -0.093 1.920
H -2.907 0.164 0.526
H 2.269 -1.052 0.909
H -1.482 1.688 -0.697
H -0.951 -0.133 -2.688
H -0.832 -1.704 -1.985
H 2.845 0.562 0.518
H 0.763 1.542 1.634
H 2.707 0.066 2.217
H -2.371 -0.898 -1.818
H -0.157 -1.451 -0.003

6.
DFT (ωB97M-V/def2-TZVPD) results for a single C5H12O2 molecule in a non-equilibrium geometry.

Calculated values
Largest force on an atom (eV Å⁻¹): 2.159
Frontier orbital gap (hartree): 0.396
Charge: 0
Molar mass (g mol⁻¹): 104.15
Multiplicity: 1
SMILES: CO[C@@H](C)CCO

Geometry (Å):
O 1.523 -2.198 0.007
O -0.581 -0.621 0.608
C -0.324 1.880 0.291
C 1.222 0.136 -0.701
C 1.412 -1.330 -1.097
C -1.845 -0.406 1.235
C -0.201 0.445 -0.254
H -0.892 0.342 -1.102
H -2.572 0.136 0.592
H -2.335 -1.366 1.469
H -1.400 0.134 2.064
H -0.110 2.584 -0.526
H 0.730 -2.037 0.542
H -1.330 2.112 0.655
H 2.341 -1.437 -1.664
H 1.935 0.374 0.100
H 1.453 0.789 -1.551
H 0.584 -1.628 -1.763
H 0.390 2.088 1.096

7.
DFT (ωB97M-V/def2-TZVPD) results for a single C5H12O2 molecule.

Calculated values
Largest force on an atom (eV Å⁻¹): 0.427
Frontier orbital gap (hartree): 0.399
Charge: 0
Molar mass (g mol⁻¹): 104.15
Multiplicity: 1
SMILES: CO[C@@H](C)CCO

Geometry (Å):
O -1.474 1.823 -1.325
O -0.495 0.410 0.891
C 0.426 -0.244 0.018
C -0.488 1.066 -1.986
C 0.819 -1.630 0.517
C -0.246 -0.302 -1.352
C -0.105 0.464 2.244
H -1.205 -0.826 -1.246
H 1.411 -2.146 -0.245
H 0.949 0.761 2.355
H 1.426 -1.582 1.427
H -0.736 1.208 2.734
H -0.251 -0.504 2.743
H -0.831 0.935 -3.018
H 0.386 -0.899 -2.021
H -1.318 1.702 -0.375
H 0.473 1.611 -2.034
H -0.075 -2.228 0.725
H 1.336 0.381 -0.052

8.
DFT (ωB97M-V/def2-TZVPD) results for 2 unconnected molecules or ions with the total composition C5H12O2.

Calculated values
Largest force on an atom (eV Å⁻¹): 0.365
Frontier orbital gap (hartree): 0.351
Charge: 0
Molar mass (g mol⁻¹): 104.15
Multiplicity: 1
SMILES: C/C=C(/O)CC.O

Geometry (Å):
O -1.032 -0.393 1.578
O 1.685 0.853 1.911
C -0.513 -0.514 0.306
C 0.440 -1.434 0.133
C -1.114 0.406 -0.722
C -1.027 1.896 -0.367
C 1.230 -1.732 -1.109
H 1.764 0.479 1.025
H 2.289 -1.850 -0.850
H -0.637 0.231 -1.690
H -1.606 0.383 1.616
H 0.681 -2.028 1.014
H 0.010 2.210 -0.215
H 1.166 -0.936 -1.857
H -2.170 0.125 -0.846
H -1.465 2.501 -1.167
H 0.916 -2.669 -1.585
H -1.577 2.146 0.549
H 0.959 0.327 2.277

9.
DFT (ωB97M-V/def2-TZVPD) results for 3 unconnected molecules or ions with the total composition C5H12O2.

Calculated values
Largest force on an atom (eV Å⁻¹): 0.518
Frontier orbital gap (hartree): 0.399
Charge: 0
Molar mass (g mol⁻¹): 104.15
Multiplicity: 1
SMILES: COCC=O.[H][H].C=C

Geometry (Å):
O 1.905 -0.768 -0.475
O -1.093 0.425 -1.856
C -2.244 1.885 1.599
C 2.610 -1.963 -0.245
C -2.689 1.683 0.365
C -0.014 0.339 -1.323
C 0.668 -0.991 -1.090
H 0.781 -1.495 -2.065
H -1.828 2.840 1.909
H 0.776 0.376 1.378
H 2.832 -2.484 -1.189
H 0.193 0.599 1.785
H 0.552 1.229 -0.985
H -2.284 1.106 2.357
H 0.008 -1.622 -0.473
H 2.041 -2.648 0.403
H -2.655 2.459 -0.394
H 3.547 -1.698 0.247
H -3.106 0.730 0.051

10.
DFT (ωB97M-V/def2-TZVPD) results for a single C5H12O2 molecule in a non-equilibrium geometry.

Calculated values
Largest force on an atom (eV Å⁻¹): 3.104
Frontier orbital gap (hartree): 0.396
Charge: 0
Molar mass (g mol⁻¹): 104.15
Multiplicity: 1
SMILES: CC[C@@H](O)[C@@H](C)O

Geometry (Å):
O 0.502 -1.504 -0.197
O -1.884 -0.376 0.535
C -1.112 0.247 -0.470
C -1.517 -0.152 -1.859
C 2.305 0.242 1.359
C 0.344 -0.094 -0.210
C 0.841 0.553 1.078
H 0.943 0.263 -1.060
H -0.922 0.200 -2.714
H 2.465 -0.841 1.410
H -2.789 -0.503 0.226
H -1.698 -1.209 -2.029
H -2.535 0.392 -1.875
H 0.691 1.640 1.000
H 2.627 0.683 2.308
H 2.953 0.637 0.566
H 0.211 0.209 1.910
H -1.242 1.436 -0.386
H -0.184 -1.824 0.409

Highest occupied orbital energy list, top to bottom, in eV: -9.83 -10.06 -8.88 -9.87 -9.09 -9.81 -9.88 -8.77 -9.90 -9.99
Energy above the lowest of the compared OMol25 structures with the same formula, charge and spin list, top to bottom, in eV: 0.707 0.567 2.289 0.736 3.531 1.559 1.073 0.989 3.488 0.951